C17H19ClO2S4TeY | ωB97M-V/def2-TZVPD

Each line ends with the Mulliken charge.
Atoms and positions in Å:
Te (-1.8593, 1.1849, -3.0179)  0.140
Y (-0.9058, 1.6641, -0.3454)  0.485
Cl (-0.7121, 1.6191, 2.4549)  0.006
S (-5.5569, 2.3208, 0.1959)  -0.347
S (-2.8194, 3.4464, 0.0116)  -0.374
S (1.3447, 0.6178, -4.0160)  -0.053
S (-3.2110, 0.5261, 0.3299)  -0.352
O (2.5006, 3.5901, 1.5604)  -0.675
O (0.8595, 2.7497, 0.2834)  -0.588
C (1.2101, -0.4590, -0.1826)  -0.441
C (0.0963, -1.1801, 0.2592)  -0.600
C (1.0907, -1.3473, 2.4172)  -0.454
C (1.7619, -0.0640, -5.5422)  -0.608
C (-1.1111, -2.5034, 2.1002)  0.665
C (-3.9213, 2.1082, 0.1791)  0.249
C (-2.0078, -3.0812, 1.0055)  -1.587
C (3.4737, 0.5925, 0.1852)  -1.361
C (0.5933, 2.8127, 2.6837)  -0.537
C (1.4058, 3.0823, 1.3929)  0.521
C (-1.9517, -1.7194, 3.1169)  -1.184
C (2.1787, -0.6072, 1.9870)  -0.676
C (0.6471, -0.3082, -6.2774)  -0.371
C (-0.5510, 0.0553, -5.6010)  -0.502
C (0.0262, -1.6498, 1.5697)  0.244
C (-0.3472, 0.5683, -4.3531)  0.099
C (2.2659, -0.1586, 0.6714)  0.716
H (-2.4402, -0.8729, 2.6335)  0.099
H (-2.6733, -3.8332, 1.4310)  0.440
H (-1.4189, -3.5568, 0.2191)  0.410
H (3.4589, 0.6933, -0.8995)  0.258
H (1.3051, -0.2101, -1.2364)  0.349
H (0.1336, 3.7450, 3.0036)  0.365
H (1.2667, 2.4446, 3.4501)  0.309
H (2.7946, -0.2421, -5.7972)  0.370
H (-1.3332, -1.3421, 3.9335)  0.331
H (-2.6267, -2.2986, 0.5624)  0.202
H (1.0678, -1.7177, 3.4370)  0.416
H (-2.7271, -2.3633, 3.5371)  0.447
H (2.9930, -0.3969, 2.6721)  0.417
H (-0.6452, -3.3390, 2.6353)  0.348
H (-0.6731, -1.4572, -0.4551)  0.470
H (0.6710, -0.7327, -7.2721)  0.340
H (4.3940, 0.0836, 0.4775)  0.427
H (3.4966, 1.5951, 0.6142)  0.232
H (-1.5434, -0.0593, -6.0149)  0.356

Its spin multiplicity is 1. The calculation puts the HOMO energy at -4.39 eV. As for the relative energy (zero: lowest compared OMol25 entry of this formula, charge and spin): 70.1 kJ/mol. For the frontier orbital gap, the calculation gives 6.812 eV. The net charge is -1.